No. 1
Entry from OMol25: a molecular structure, C4H6CsO4 in a non-equilibrium geometry (ωB97M-V/def2-TZVPD).

Values from the calculation:
Lowest unoccupied orbital energy: 0.0905 Ha
HOMO-LUMO gap: 5.332 eV
Max |F|: 0.3838 Eh/bohr
Relative energy (zero: lowest compared OMol25 entry of this formula, charge and spin): 718.8 kJ/mol

Geometry as ORCA input:
```
! wB97M-V def2-TZVPD RIJCOSX def2/J DEFGRID3
* xyz -1 1
H -0.88 1.29 2.63
O 0.16 -2.13 -1.12
O 0.65 -0.11 -1.77
H -1.47 -2.17 -3.09
H 0.31 0.50 3.74
Cs 1.76 0.91 -0.67
C 1.04 0.76 1.69
C -0.09 -1.12 -1.78
H 0.55 2.15 3.29
O 2.23 1.13 1.64
H -2.25 -0.88 -2.10
O 0.42 0.14 0.77
C 0.17 1.20 2.91
H -1.24 -0.51 -3.49
C -1.35 -1.18 -2.64
*
```

No. 2
Entry from OMol25: a gas-phase ion, C5H10NO (charge +1) in a non-equilibrium geometry (ωB97M-V/def2-TZVPD).

Values from the calculation:
Lowest unoccupied orbital energy: -0.1263 Ha
HOMO-LUMO gap: 11.787 eV
Max |F|: 0.1053 Eh/bohr
Relative energy (zero: lowest compared OMol25 entry of this formula, charge and spin): 291.7 kJ/mol
Structure (SMILES): C[C@]12C[N@H+]1CCO2

Geometry as ORCA input:
```
! wB97M-V def2-TZVPD RIJCOSX def2/J DEFGRID3
* xyz 1 1
H -1.82 -1.24 -1.14
H -2.47 0.46 -0.73
H 1.89 -1.81 -0.46
H -1.05 1.75 1.23
H 0.42 0.84 1.79
H 1.99 0.51 -1.51
H -2.81 -1.07 0.34
C 1.46 -1.01 0.19
O 0.07 -1.46 0.22
H 2.24 1.08 0.11
C -0.34 0.97 0.96
C -0.65 -0.21 0.21
C -2.08 -0.54 -0.30
N 0.15 0.88 -0.45
H 1.67 -1.14 1.19
C 1.56 0.41 -0.44
H -0.21 1.58 -1.20
*
```

No. 3
Entry from OMol25: a molecular structure, C40H41Cl5NO3P2Ru in a non-equilibrium geometry (ωB97M-V/def2-TZVPD).

Values from the calculation:
Lowest unoccupied orbital energy (alpha / beta): -0.2462 / -0.2500 Ha
HOMO-LUMO gap (alpha / beta): 6.563 / 7.003 eV
Max |F|: 0.0525 Eh/bohr
Relative energy (zero: lowest compared OMol25 entry of this formula, charge and spin): 286.9 kJ/mol

Geometry as ORCA input:
```
! wB97M-V def2-TZVPD RIJCOSX def2/J DEFGRID3
* xyz 2 2
H -0.81 -0.60 -5.49
C 2.14 1.93 -2.94
C -0.40 -2.55 0.93
H -4.96 -0.29 2.97
H -0.24 0.54 4.14
C -3.61 0.69 4.31
Cl -2.89 4.68 -0.60
C 0.47 -2.61 3.86
H 1.48 5.26 -3.14
H 3.96 -1.17 4.61
C -1.27 0.37 3.86
H -2.03 1.51 5.51
C -1.76 4.05 0.51
C 0.96 -1.57 3.08
H -2.41 -3.03 1.54
H 3.49 2.07 1.86
H -2.39 -5.25 0.50
H -0.75 -2.33 -2.08
C -0.86 0.05 -3.41
C -2.28 0.92 4.64
O 0.11 -0.46 -2.46
H -0.49 0.99 -3.78
Cl 1.31 2.46 3.41
H -2.96 -2.20 -1.37
H 1.02 -2.29 -2.17
H 3.09 -3.05 5.95
C -0.72 4.00 2.68
H 4.79 1.73 -2.21
C -0.02 -2.11 -4.11
C -1.02 -1.02 -4.50
H -4.40 1.11 4.92
N 2.44 0.48 1.49
C -3.81 1.01 -0.30
H -4.52 -1.67 -0.68
C 3.31 -0.70 -2.56
O -1.78 -0.24 -0.29
H -4.82 0.71 0.00
C 1.46 3.89 -4.80
H 3.50 0.68 3.21
C 2.98 -1.59 4.40
H -0.53 -3.00 3.67
Cl -2.70 5.81 2.31
C -1.53 -3.35 1.01
Ru 0.69 0.66 -0.05
H -2.03 -1.41 -4.51
H -3.92 1.59 -1.23
H -3.36 1.64 0.46
H -0.37 -6.08 -0.65
C 0.75 -4.29 -0.29
H 2.14 0.58 -4.62
C 0.74 -3.02 0.28
C -3.92 -0.09 3.21
H 1.63 -2.40 0.24
C -1.57 -0.40 2.74
C -2.97 -0.20 -0.58
H 4.88 0.91 -0.64
C 1.95 3.25 -2.53
H 1.20 4.65 -5.52
H -4.01 -1.05 -2.23
C 2.76 0.10 2.66
C 0.11 -1.89 -2.61
C 4.28 1.56 -1.27
H -1.81 0.22 -2.90
H 4.13 2.51 -0.77
C 2.22 -1.05 3.36
C 1.22 -3.14 4.89
C 0.13 2.98 2.25
Cl -1.01 2.38 -1.45
C -2.91 -0.62 2.42
P -0.14 -0.95 1.75
H 1.65 -4.66 -0.77
H 0.82 -3.95 5.48
H -3.18 -1.23 1.57
H 0.95 -1.95 -4.59
P 2.69 0.75 -1.67
H 2.07 3.52 -1.49
H 3.89 -0.35 -3.41
H 1.54 2.32 -6.25
C -0.38 -5.08 -0.22
C 1.65 2.58 -5.21
C -1.52 -4.62 0.43
C 1.98 1.60 -4.28
C 1.62 4.23 -3.46
C -1.67 4.54 1.81
H -0.36 -3.11 -4.35
C 0.04 2.44 0.97
C 2.49 -2.64 5.15
C -3.64 -1.36 -1.25
H 3.97 -1.25 -1.89
O 3.04 1.67 1.10
C -0.91 3.02 0.14
H 2.52 -1.36 -2.90
Cl -0.62 4.61 4.27
*
```

No. 4
Entry from OMol25: a molecular structure, C41H47Cl5N5O3SSiTi (ωB97M-V/def2-TZVPD).

Values from the calculation:
Lowest unoccupied orbital energy (alpha / beta): -0.0061 / -0.0036 Ha
HOMO-LUMO gap (alpha / beta): 7.154 / 7.244 eV
Max |F|: 0.0095 Eh/bohr
Relative energy (zero: lowest compared OMol25 entry of this formula, charge and spin): 0.0 kJ/mol

Geometry as ORCA input:
```
! wB97M-V def2-TZVPD RIJCOSX def2/J DEFGRID3
* xyz 0 2
H -1.78 5.88 5.47
C -2.21 5.25 2.81
C -0.92 5.46 4.94
Ti 0.10 0.25 0.53
C 2.05 -2.00 1.33
C 4.25 -1.97 2.30
N 1.99 2.43 -1.02
H 2.51 1.92 7.96
C -1.34 -2.22 -0.06
H -5.79 -0.97 0.07
H -0.40 1.64 7.03
H -2.71 1.61 1.59
C -1.14 2.35 -1.31
H 4.18 4.06 -2.94
H 3.53 -1.37 -1.03
H -2.53 4.56 2.02
H -5.05 -3.18 -0.95
Cl -1.94 0.47 -5.25
Cl -0.50 -1.14 -3.04
H 3.20 4.22 0.57
C 3.14 -2.72 1.84
C -1.63 1.21 -3.72
H 1.48 3.10 -0.48
H 5.18 4.31 2.82
H 2.47 4.37 -3.19
H 3.02 -1.29 -2.72
C 3.02 4.09 2.71
H 4.63 2.83 2.02
C -1.65 -3.39 -0.72
C 2.15 2.58 7.17
N -2.09 -0.14 0.77
H -0.86 -4.06 -1.04
C 0.33 0.98 6.57
C 2.75 -1.00 -1.70
H -0.15 0.44 5.75
H -3.11 3.81 4.94
N -0.09 -1.77 0.36
H 1.81 -1.48 -1.44
C -3.04 0.70 1.12
C -2.01 2.54 -3.51
C 3.07 -4.14 1.90
H 3.49 5.82 3.90
C -0.77 1.03 -1.44
H 4.53 2.98 3.78
H -5.14 1.16 1.18
H 0.67 0.26 7.31
H -1.61 6.04 2.36
C -1.01 0.49 -2.69
C -4.02 -2.91 -0.72
Cl -2.16 4.78 -1.99
H 3.55 5.74 1.41
H 3.36 1.44 4.99
C -1.75 3.13 -2.28
C 4.21 -0.61 2.25
C 0.88 -2.65 0.82
H 5.03 -0.01 2.61
H -3.10 5.69 3.26
C 2.74 5.03 3.88
C -2.23 3.38 4.47
C -3.76 -1.67 -0.08
H 1.87 5.19 1.26
H -2.54 2.67 3.71
O -0.23 4.01 3.17
H 1.75 5.49 3.77
H -0.35 6.27 4.51
C -2.98 -3.72 -1.05
Cl -2.78 3.43 -4.76
H 2.95 0.18 6.15
O 2.10 2.98 2.63
H 3.91 -4.70 2.29
N 2.03 -0.65 1.30
C 1.93 -4.75 1.47
H 2.98 1.10 1.75
S -0.17 0.89 2.95
H 4.05 1.22 -3.18
H 3.21 4.75 -1.64
H 3.00 3.16 6.79
H -0.29 4.92 5.66
C 3.06 0.02 1.75
Si 0.72 2.70 3.49
C -4.40 0.43 0.88
C 2.89 2.66 -1.99
H -0.04 -4.58 0.67
C 1.51 1.78 6.04
O 1.03 2.75 5.10
C 4.43 3.51 2.84
C 0.84 -4.02 0.94
C 2.64 0.49 -1.62
H -1.66 2.84 5.22
Cl -0.77 3.09 0.26
H -3.17 -4.65 -1.57
H 1.84 -5.82 1.53
H 5.11 -2.50 2.69
C 2.54 0.86 5.40
C 2.90 4.86 1.40
C -2.42 -1.33 0.20
C 3.33 1.42 -2.40
H 2.76 4.50 4.83
C -1.40 4.50 3.85
C -4.75 -0.74 0.28
N 1.82 1.11 -0.77
C 3.21 4.04 -2.47
H 1.42 3.27 7.60
H 2.09 0.27 4.60
*
```

No. 5
Entry from OMol25: 8 unconnected molecules or ions with the total composition C31H60N13O18 in a non-equilibrium geometry (ωB97M-V/def2-TZVPD).

Values from the calculation:
Lowest unoccupied orbital energy: -0.1114 Ha
HOMO-LUMO gap: 6.999 eV
Max |F|: 0.1754 Eh/bohr

Geometry as ORCA input:
```
! wB97M-V def2-TZVPD RIJCOSX def2/J DEFGRID3
* xyz 1 1
C 4.65 -1.28 4.85
C 1.71 -0.80 -2.85
H -5.61 -2.49 -5.23
C -0.31 -1.66 1.06
H 3.88 -0.38 -3.66
N -1.75 -1.85 -2.22
H -3.74 -2.72 -5.61
H 1.10 3.84 -4.99
O -10.97 1.61 -0.71
H -7.05 -1.60 -3.17
C 3.34 1.17 -0.49
H -8.20 2.26 1.96
O -1.44 -2.05 1.66
H -3.95 -1.71 3.49
H 0.85 -5.61 -1.32
H 3.82 -2.44 -1.26
H -2.35 -1.30 4.20
C -4.09 -2.01 -3.47
C -0.41 -1.54 -2.25
H 3.52 3.89 5.34
H 4.90 -0.36 0.19
C -4.55 -2.02 -5.08
C 2.77 -0.07 -3.86
H 5.20 1.91 -1.68
H -8.23 3.04 -0.78
H -2.71 -3.49 -1.53
O -5.13 -1.44 5.80
H -4.20 -3.11 -3.10
O 3.37 4.92 2.95
C 4.94 -3.75 -5.32
H 5.66 2.44 0.90
C -0.08 -4.86 -1.24
N 1.44 2.75 6.72
C 9.10 2.62 -0.83
H 4.24 -4.52 -4.98
O -4.97 -1.03 -2.79
H 5.89 -4.20 -5.63
N 5.23 -2.84 -4.18
N -11.45 1.37 0.41
H -12.04 3.29 0.97
H 0.96 0.24 0.62
H -13.32 2.28 0.21
H 5.15 3.90 4.56
C -6.22 -1.64 -2.32
C 0.22 -3.91 0.05
H 4.23 2.36 4.70
H 3.95 -2.05 5.18
H 4.21 3.74 0.87
C 0.44 2.54 7.80
H 10.10 2.45 -0.43
H -2.67 -0.22 -3.31
O 1.00 2.90 5.57
H -0.13 -4.31 -2.28
H 3.70 3.07 -1.75
N 0.51 -2.44 0.07
H 0.76 1.65 -5.24
H -4.42 -0.95 -5.55
H -0.77 0.57 1.29
H -7.31 1.20 -2.77
C -2.57 -1.39 -3.44
H 3.21 1.29 0.69
H 5.78 3.96 -0.24
N -4.01 -1.03 5.47
N 8.14 1.83 -0.01
O 4.38 -0.60 7.06
H 3.73 2.03 -3.96
H 4.21 -0.69 4.04
H -2.01 -1.56 -4.46
O 0.24 -4.54 1.26
O 4.67 -3.07 -3.11
H 0.60 -0.01 2.54
C -7.85 1.51 1.12
C 4.32 2.38 -1.03
H 2.50 -0.45 -4.96
H 3.08 -1.91 0.40
C 4.15 -0.24 -0.73
H 0.97 2.42 8.75
H -6.39 -2.18 0.72
C -6.78 -0.63 -1.11
O 3.20 2.75 2.55
O 6.01 -1.90 -4.40
C 2.64 1.57 -3.89
N 1.90 -1.44 -1.49
N 4.94 -0.36 5.98
O -3.42 -0.06 5.96
C -12.49 2.30 0.91
N 0.30 -0.83 -3.40
C 0.20 -0.11 1.44
O -11.13 0.42 1.14
C -7.32 0.86 -1.63
N 0.59 -1.85 -1.17
H 4.50 -3.16 -6.12
H -3.19 -2.80 4.71
O 1.89 3.46 -5.47
H -0.21 3.41 7.82
C 1.89 1.98 -5.32
H 2.06 2.03 -2.98
H 9.04 2.27 -1.87
H -7.31 -0.37 2.71
C 4.16 3.45 4.56
O 5.72 0.57 5.76
O 8.09 2.10 1.20
C -3.32 -1.77 4.38
H 2.26 1.20 -0.95
H -3.22 -1.98 -0.82
H 4.82 -0.24 -1.69
H 2.44 1.48 -6.23
C -7.86 1.95 -0.49
N -2.43 -2.53 -1.22
H -0.12 1.63 7.56
H -6.10 -2.76 -1.95
H -12.82 1.96 1.90
C 3.20 -1.58 -0.72
H -1.02 -5.58 -1.08
N 3.52 3.73 3.25
C 5.02 3.17 0.22
H 8.81 3.67 -0.76
C -7.34 -0.01 1.58
O 2.63 2.77 7.05
O 7.47 0.96 -0.58
C -6.80 -1.10 0.47
H 5.60 -1.73 4.54
*
```

No. 6
Entry from OMol25: a molecular structure, C23H37As3PtSTe in a non-equilibrium geometry (ωB97M-V/def2-TZVPD).

Values from the calculation:
Lowest unoccupied orbital energy (alpha / beta): -0.0104 / -0.0104 Ha
HOMO-LUMO gap (alpha / beta): 6.385 / 6.385 eV
Max |F|: 0.0221 Eh/bohr
Relative energy (zero: lowest compared OMol25 entry of this formula, charge and spin): 0.0 kJ/mol

Geometry as ORCA input:
```
! wB97M-V def2-TZVPD RIJCOSX def2/J DEFGRID3
* xyz 0 1
As 0.44 0.55 2.02
C -3.15 -0.63 -1.62
H -1.77 1.20 2.97
H 3.84 -0.10 1.90
C -3.26 0.64 -2.18
C -1.21 0.27 2.98
H -0.63 6.76 -2.80
As 0.74 -0.69 -1.14
As 2.65 -4.57 2.17
H -0.99 -0.03 4.00
C 2.11 -0.01 -2.32
H -1.21 4.68 1.63
C -0.23 -1.89 -2.31
H 1.62 0.50 -3.15
H 0.77 2.49 3.54
H -5.87 0.03 -4.27
C 2.38 -1.56 1.23
C 0.72 -4.47 2.55
H 0.50 -1.91 2.21
C -0.10 4.65 -0.20
H -1.79 -0.50 2.47
H 2.27 2.15 2.68
H 0.39 -5.50 2.67
H -2.66 6.57 0.96
H 0.44 -2.59 -2.81
C -4.98 -1.43 -2.97
H 1.68 -4.85 -0.22
H 4.10 -0.67 0.24
H -4.35 1.84 -3.59
H 4.08 -2.88 1.11
H -2.37 7.62 -1.26
C 0.05 5.25 -1.45
H 1.77 1.11 4.06
C 3.33 -0.39 0.97
H 0.54 -3.94 3.48
H 1.69 -1.20 3.28
C -1.90 6.21 0.28
C -5.10 -0.16 -3.53
H -0.76 -1.28 -3.05
H 2.72 0.72 -1.78
Pt -0.20 1.22 -0.15
H 2.36 -6.36 0.42
C 1.43 1.69 3.21
C 3.24 -2.71 1.79
S 0.94 3.29 0.29
H -2.39 -0.81 -0.87
H 0.80 4.86 -2.12
H 0.14 -4.02 1.74
C 2.51 -5.28 0.35
C 1.68 -2.02 -0.07
C -1.09 5.14 0.66
Te -2.00 2.26 -1.60
H 0.93 -2.78 0.16
H 2.72 -0.83 -2.69
C -1.73 6.80 -0.97
H -0.97 -2.43 -1.73
H -3.90 -2.64 -1.57
C -4.00 -1.66 -2.02
H 3.69 -2.38 2.73
C 1.30 -1.18 2.26
H 2.42 -2.48 -0.73
H 3.44 -5.10 -0.19
H -5.65 -2.22 -3.27
C -0.76 6.31 -1.83
C -4.25 0.86 -3.14
H 2.81 0.49 0.59
*
```